No. 1
C41H37CeI2N8O | ωB97M-V/def2-TZVPD

XYZ file:
```
90
Properties=species:S:1:pos:R:3:mulliken_charge:R:1
Ce -0.565 0.205 -0.221 -0.68
C -2.156 2.339 -3.900 -0.92
C -3.411 1.675 -3.325 -0.92
C -3.108 0.395 -2.523 -0.81
N -2.702 0.709 -1.159 0.21
C -3.620 1.149 -0.309 0.81
C -5.012 1.018 -0.487 -0.50
C -6.069 1.666 0.119 -0.59
C -6.048 2.817 0.889 -0.48
C -4.916 3.425 1.412 -0.73
C -3.654 2.893 1.508 -0.69
C -3.094 1.714 0.964 0.79
N -2.035 1.115 1.471 0.16
C -1.604 1.500 2.801 -0.87
C -0.343 0.725 3.199 -0.96
C 0.923 1.436 2.695 -1.11
N 0.944 1.465 1.243 0.95
C 1.782 2.244 0.598 0.75
C 2.625 3.206 1.212 -1.21
C 3.811 3.757 0.792 -0.45
C 4.571 3.419 -0.325 -0.69
C 4.128 2.697 -1.419 -0.61
C 2.838 2.288 -1.705 -0.75
C 1.685 2.215 -0.889 1.10
N 0.459 2.046 -1.359 0.07
C 0.176 2.391 -2.742 -0.63
C -1.242 2.992 -2.845 -0.51
H -2.482 3.101 -4.612 0.42
H -1.598 1.588 -4.469 0.37
H -4.083 1.429 -4.151 0.46
H -3.937 2.375 -2.670 0.36
H -2.280 -0.145 -3.009 0.16
H -3.989 -0.265 -2.553 0.56
H -5.300 0.245 -1.191 0.37
H -7.050 1.280 -0.130 0.37
H -6.996 3.290 1.099 0.37
H -5.059 4.386 1.891 0.41
H -2.954 3.481 2.088 0.39
H -2.415 1.294 3.513 0.46
H -1.386 2.576 2.864 0.38
H -0.415 -0.288 2.772 0.09
H -0.289 0.645 4.289 0.65
H 1.817 0.916 3.077 0.32
H 0.932 2.452 3.122 0.62
H 2.277 3.554 2.178 0.35
H 4.250 4.486 1.466 0.40
H 5.585 3.795 -0.355 0.38
H 4.862 2.507 -2.197 0.43
H 2.698 1.902 -2.710 0.22
H 0.238 1.498 -3.383 0.06
H 0.910 3.119 -3.118 0.53
H -1.155 4.059 -3.061 0.67
H -1.702 2.897 -1.856 0.00
I -3.019 -4.154 1.061 -0.01
C -2.104 -3.872 -0.817 -0.50
C -2.207 -4.804 -1.831 -0.25
C -1.541 -4.597 -3.018 -0.16
I -1.707 -6.096 -4.506 0.08
C -0.745 -3.456 -3.216 0.72
C 0.024 -3.200 -4.371 -0.82
C 0.831 -2.096 -4.421 -1.59
C 0.831 -1.207 -3.336 -0.09
N 0.082 -1.368 -2.266 0.88
C -0.673 -2.486 -2.168 0.34
C -1.361 -2.689 -0.911 0.45
O -1.258 -1.881 0.070 -0.18
H -2.795 -5.697 -1.678 0.42
H -0.022 -3.898 -5.195 0.21
H 1.458 -1.894 -5.277 0.49
H 1.479 -0.338 -3.343 0.26
N 4.922 -5.606 7.159 -0.46
C 4.564 -4.972 6.274 0.02
C 4.134 -4.201 5.169 0.42
C 5.076 -3.662 4.293 -1.08
C 4.661 -2.952 3.186 -0.52
C 3.302 -2.754 2.938 1.60
C 2.364 -3.271 3.833 -0.21
C 2.775 -3.994 4.933 -1.14
N 2.886 -2.030 1.810 0.44
C 3.656 -1.182 1.050 -0.42
C 2.844 -0.678 0.084 -1.09
N 1.586 -1.195 0.226 0.32
C 1.643 -1.997 1.261 -0.90
H 6.129 -3.809 4.480 0.45
H 5.402 -2.570 2.502 0.37
H 1.310 -3.113 3.673 0.36
H 2.047 -4.403 5.617 0.45
H 4.685 -0.977 1.254 0.45
H 3.082 0.018 -0.699 0.58
H 0.814 -2.594 1.593 0.58
```

Calculated values
largest force on an atom = 0.06378 Eh/bohr
E_LUMO = -3.948 eV
orbital gap = 5.86 eV
electronic energy = -3168.2018 Ha
relative energy (zero: lowest compared OMol25 entry of this formula, charge and spin) = 46.1 kJ/mol
net charge = +1

No. 2
C41H65F5O2P2PdSSiTe | ωB97M-V/def2-TZVPD

XYZ file:
```
119
Properties=species:S:1:pos:R:3:mulliken_charge:R:1
Pd 0.274 -0.051 0.343 0.07
C 3.691 -0.589 1.505 -0.87
Si 2.524 -0.324 0.065 1.13
C 3.052 0.981 -1.166 0.30
C 4.122 0.800 -2.037 -0.98
C 4.244 1.585 -3.176 -1.00
C 3.282 2.541 -3.459 -0.80
C 2.228 2.761 -2.581 -0.68
C 2.137 2.012 -1.415 0.84
P 0.792 2.060 -0.172 1.20
C 1.439 2.990 1.297 0.93
C 2.807 2.574 1.813 0.37
C 3.336 3.610 2.821 -1.17
C 2.201 4.273 3.615 -1.03
C 1.055 3.286 3.805 -0.36
C 0.423 2.892 2.459 -0.92
C -0.509 3.265 -0.635 1.33
C 0.033 4.675 -1.017 -1.33
C -0.606 5.199 -2.302 -1.04
C -2.131 5.176 -2.224 -0.96
C -2.666 3.796 -1.777 -1.01
C -1.558 2.759 -1.610 -0.17
C -0.572 -2.781 0.375 -0.13
C 0.045 -3.827 1.059 -1.26
C -0.407 -4.152 2.326 -0.74
C -1.427 -3.425 2.927 -1.08
C -2.016 -2.376 2.244 -1.34
C -1.645 -2.063 0.934 1.27
P -2.228 -0.555 0.053 1.13
C -2.683 -1.129 -1.653 0.76
C -3.617 -2.362 -1.686 -1.09
C -5.029 -1.994 -2.134 -0.62
C -5.009 -1.475 -3.576 -0.99
C -3.739 -0.657 -3.863 -1.10
C -3.191 -0.018 -2.588 0.01
C -3.837 -0.062 0.842 0.16
C -4.887 -1.107 1.255 -0.58
C -6.175 -0.414 1.702 -1.04
C -5.914 0.562 2.844 -0.75
C -4.897 1.615 2.419 -0.98
C -3.596 0.967 1.955 0.98
H 4.316 -1.443 1.228 0.61
H 3.183 -0.841 2.431 -0.45
H 4.337 0.270 1.685 0.41
H 4.832 -0.002 -1.866 0.48
H 5.059 1.416 -3.867 0.40
H 3.341 3.112 -4.377 0.45
H 1.485 3.506 -2.828 0.26
H 1.505 4.038 0.983 0.85
H 3.527 2.453 1.002 0.40
H 2.696 1.603 2.299 -0.97
H 3.917 4.371 2.295 0.34
H 4.028 3.116 3.508 0.44
H 1.831 5.154 3.081 0.34
H 2.573 4.633 4.576 0.48
H 0.289 3.697 4.465 0.58
H 1.443 2.389 4.300 -0.23
H -0.439 3.535 2.265 0.41
H 0.059 1.866 2.529 -0.43
H -1.027 3.367 0.324 -0.31
H 1.119 4.683 -1.109 0.68
H -0.203 5.370 -0.205 0.39
H -0.278 4.603 -3.159 0.37
H -0.252 6.215 -2.489 0.48
H -2.547 5.449 -3.195 0.39
H -2.460 5.948 -1.524 0.32
H -3.407 3.421 -2.485 0.49
H -3.184 3.890 -0.818 0.23
H -1.109 2.506 -2.575 0.69
H -1.981 1.837 -1.214 -0.79
H 0.853 -4.356 0.578 0.71
H 0.062 -4.970 2.859 0.42
H -1.759 -3.669 3.929 0.38
H -2.775 -1.793 2.742 0.03
H -1.732 -1.430 -2.067 -0.11
H -3.608 -2.879 -0.725 0.68
H -3.196 -3.081 -2.399 0.33
H -5.451 -1.232 -1.471 0.01
H -5.690 -2.861 -2.059 0.54
H -5.901 -0.872 -3.766 0.37
H -5.055 -2.324 -4.263 0.38
H -3.946 0.110 -4.611 0.48
H -2.960 -1.302 -4.276 0.27
H -3.977 0.599 -2.130 0.33
H -2.363 0.641 -2.833 0.11
H -4.291 0.491 0.004 0.53
H -4.531 -1.733 2.071 0.24
H -5.101 -1.779 0.428 0.29
H -6.909 -1.167 1.997 0.46
H -6.607 0.130 0.854 0.32
H -5.522 0.009 3.706 0.27
H -6.844 1.034 3.170 0.44
H -4.701 2.320 3.230 0.47
H -5.315 2.198 1.589 0.34
H -3.111 0.474 2.805 -0.84
H -2.895 1.732 1.606 -0.31
C -1.787 -0.624 5.340 -0.30
C -0.320 -0.373 5.629 -0.67
S 0.727 -1.082 4.336 0.44
O 0.426 -0.297 3.090 -0.91
C 2.307 -0.460 5.013 0.02
C 3.314 -1.580 5.219 -1.36
H -2.411 -0.047 6.023 0.44
H -2.044 -1.678 5.445 0.29
H -2.014 -0.314 4.321 -0.47
H 0.009 -0.832 6.565 0.58
H -0.092 0.695 5.659 0.29
H 2.108 0.082 5.938 0.65
H 2.638 0.266 4.270 -0.30
H 2.999 -2.256 6.014 0.39
H 4.285 -1.166 5.493 0.40
H 3.442 -2.173 4.312 0.27
F 0.994 -1.146 -2.606 -0.54
Te 0.688 -3.115 -2.441 1.06
F -0.872 -2.615 -3.511 -0.56
F 2.693 -1.740 -0.690 -0.33
F -0.509 -4.572 -2.040 -0.51
F 1.863 -4.092 -1.122 -0.56
O -0.179 -2.311 -0.842 0.76
```

Calculated values
largest force on an atom = 0.01838 Eh/bohr
E_LUMO = 0.038 eV
orbital gap = 7.72 eV
electronic energy = -4017.5538 Ha

No. 3
C26H15AsF6N4O4S5W | ωB97M-V/def2-TZVPD

XYZ file:
```
62
Properties=species:S:1:pos:R:3:mulliken_spin:R:1
W 0.171 -0.888 0.442 0.87
O -3.275 1.625 1.206 0.00
C -2.428 0.662 1.005 0.00
O -1.347 0.842 0.450 0.00
C -2.795 -0.687 1.384 0.03
C -3.987 -1.092 1.961 0.00
C -4.214 -2.438 2.171 0.01
C -3.246 -3.349 1.766 -0.01
C -2.078 -2.865 1.219 0.02
N -1.815 -1.557 1.061 -0.02
C -0.918 -3.686 0.785 -0.01
O -0.815 -4.870 0.978 0.04
O 0.025 -2.924 0.279 -0.01
H -2.890 2.475 0.936 0.00
H -4.714 -0.338 2.229 0.00
H -5.135 -2.780 2.621 0.00
H -3.382 -4.417 1.863 0.00
H 0.074 -5.285 2.832 0.00
S -0.997 3.247 8.816 0.00
C -1.053 2.569 7.341 0.00
S -1.456 0.894 7.083 0.00
C -1.356 0.897 5.341 0.00
C -0.993 2.163 4.752 0.00
S -0.817 2.478 3.139 0.00
S -0.722 3.464 5.884 0.00
S -1.672 -0.513 4.533 0.00
N 4.218 3.081 -8.030 0.00
C 3.697 2.699 -7.080 0.00
C 3.046 2.229 -5.894 0.00
C 1.808 2.756 -5.530 0.00
C 1.176 2.300 -4.388 0.00
C 1.783 1.332 -3.592 0.00
C 3.022 0.810 -3.956 0.00
C 3.647 1.247 -5.109 0.00
C 1.127 0.846 -2.350 0.02
C 1.708 1.237 -1.150 0.02
C 2.826 2.095 -0.982 0.00
C 3.027 2.240 0.373 0.00
C 2.040 1.475 1.005 0.00
N 1.233 0.883 0.116 0.00
C -0.022 0.040 -2.505 0.01
C -0.734 -0.184 -3.695 0.00
C -1.819 -0.992 -3.385 0.00
C -1.725 -1.271 -2.030 -0.01
N -0.655 -0.664 -1.477 -0.02
H 1.348 3.517 -6.144 0.00
H 0.218 2.707 -4.092 0.00
H 3.481 0.046 -3.342 0.00
H 4.599 0.832 -5.408 0.00
H 3.386 2.550 -1.781 0.00
H 3.790 2.815 0.869 0.00
H 1.888 1.351 2.066 0.00
H -0.476 0.204 -4.665 0.00
H -2.579 -1.348 -4.060 0.00
H -2.386 -1.890 -1.441 0.00
F 0.094 -0.192 2.180 0.03
As 0.993 -2.566 2.664 0.01
F 0.323 -4.856 3.611 0.00
F 1.627 -1.446 -0.607 0.01
F 2.009 -3.766 1.985 0.00
F 2.030 -1.354 1.746 0.00
F 2.089 -2.389 4.000 0.00
```

Calculated values
largest force on an atom = 0.08203 Eh/bohr
E_LUMO (alpha / beta) = -5.484 / -5.481 eV
spin multiplicity = 2
orbital gap (alpha / beta) = 5.54 / 5.54 eV
electronic energy = -6412.7118 Ha
relative energy (zero: lowest compared OMol25 entry of this formula, charge and spin) = 35.2 kJ/mol
net charge = +1

> Look up the electronic energy of the second one.

-4017.5538 Ha

> The highest largest force on an atom belongs to which entry?

C26H15AsF6N4O4S5W

> largest force on an atom of number 1 (C41H37CeI2N8O)?

0.06378 Eh/bohr

> Which value of electronic energy does entry 1 give?

-3168.2018 Ha